(1)
{"formula": "C26H49MnN4OP3", "method": "ωB97M-V/def2-TZVPD", "elements": ["Mn", "C", "P", "C", "N", "C", "C", "C", "C", "C", "C", "N", "C", "P", "C", "C", "C", "C", "C", "C", "C", "C", "C", "H", "H", "H", "H", "H", "H", "H", "H", "H", "H", "H", "H", "H", "H", "H", "H", "H", "H", "H", "H", "H", "H", "H", "H", "H", "H", "H", "H", "C", "C", "P", "C", "C", "C", "C", "H", "H", "H", "H", "H", "H", "H", "H", "H", "H", "H", "H", "H", "H", "H", "C", "N", "C", "N", "O", "H", "H", "H", "H", "H", "H"], "xyz": [[0.3903, -0.7911, -0.8493], [-1.0764, -1.9572, 2.0337], [-0.2089, -0.4464, 1.5694], [-1.4538, 0.8729, 1.5943], [-2.1730, 0.9463, 2.6919], [-3.0908, 1.9308, 2.7683], [-3.8822, 2.0730, 3.9326], [-4.7923, 3.0850, 3.9961], [-4.9621, 3.9911, 2.9129], [-4.2255, 3.8747, 1.7722], [-3.2693, 2.8377, 1.6716], [-2.5528, 2.6914, 0.5382], [-1.6569, 1.7315, 0.4998], [-0.7693, 1.4412, -1.0582], [-2.0900, 1.2503, -2.2858], [0.2465, 2.9076, -1.5524], [-0.6810, 4.0410, -2.0048], [1.0973, 3.3495, -0.3652], [1.1508, 2.4534, -2.7045], [1.1690, -0.1410, 2.7639], [0.5578, 0.1092, 4.1534], [1.9618, 1.0780, 2.3048], [2.0487, -1.3937, 2.8050], [-1.5301, -1.7881, 3.0135], [-0.3871, -2.7981, 2.0895], [-1.8624, -2.1705, 1.3122], [-3.7375, 1.3780, 4.7481], [-5.3987, 3.2086, 4.8832], [-5.6931, 4.7834, 3.0019], [-4.3472, 4.5514, 0.9379], [-1.6829, 1.3015, -3.2955], [-2.8115, 2.0562, -2.1449], [-2.5868, 0.2892, -2.1601], [-1.3905, 4.3227, -1.2284], [-1.2301, 3.7900, -2.9114], [-0.0604, 4.9100, -2.2304], [0.4860, 3.6711, 0.4794], [1.7088, 4.2001, -0.6694], [1.7744, 2.5592, -0.0384], [0.5871, 2.0646, -3.5550], [1.8702, 1.6968, -2.3751], [1.7211, 3.3101, -3.0659], [-0.0686, 0.9970, 4.1790], [1.3932, 0.2632, 4.8399], [-0.0159, -0.7408, 4.5198], [1.3494, 1.9806, 2.2945], [2.3951, 0.9269, 1.3139], [2.7818, 1.2456, 3.0044], [1.5246, -2.2524, 3.2233], [2.9017, -1.1917, 3.4543], [2.4342, -1.6622, 1.8197], [5.5834, -0.8236, -0.9097], [4.2186, -0.4504, -0.3245], [2.8505, -1.4530, -0.9960], [2.8941, -1.2059, -2.8205], [1.4733, -1.1867, -3.3858], [3.2559, -3.2012, -0.6799], [2.1041, -4.1463, -1.0166], [6.3491, -0.1766, -0.4848], [5.6123, -0.6995, -1.9918], [5.8559, -1.8509, -0.6728], [3.9782, 0.5969, -0.5317], [4.2186, -0.5672, 0.7614], [3.5078, -1.9665, -3.3052], [3.3778, -0.2452, -3.0115], [0.9221, -2.1053, -3.1767], [1.4528, -1.0416, -4.4665], [0.9060, -0.3077, -3.0034], [3.5420, -3.2892, 0.3714], [4.1424, -3.4492, -1.2676], [1.1976, -3.8848, -0.4612], [2.3667, -5.1713, -0.7610], [1.8804, -4.1294, -2.0856], [-4.4439, -3.3753, -1.5905], [-3.2892, -2.5350, -1.2713], [-2.0284, -2.8456, -1.5557], [-1.7527, -4.0097, -2.1404], [-1.0800, -2.0414, -1.2578], [-5.3413, -2.8659, -1.2544], [-4.3813, -4.3317, -1.0715], [-4.5255, -3.5335, -2.6660], [-3.4426, -1.6327, -0.8535], [-2.4707, -4.6620, -2.4113], [-0.7966, -4.2503, -2.3359]], "lowdin_charge": [0.618, -0.179, 1.056, -0.406, 0.156, -0.175, 0.015, -0.008, -0.006, 0.016, -0.173, 0.165, -0.411, 1.020, -0.190, -0.699, -0.059, -0.072, -0.083, -0.686, -0.052, -0.075, -0.071, 0.076, 0.064, 0.043, 0.128, 0.130, 0.130, 0.129, 0.066, 0.070, 0.035, 0.081, 0.089, 0.110, 0.091, 0.111, 0.054, 0.085, 0.059, 0.113, 0.080, 0.114, 0.092, 0.085, 0.042, 0.115, 0.091, 0.114, 0.036, -0.106, -0.391, 0.921, -0.352, -0.157, -0.373, -0.136, 0.094, 0.079, 0.080, 0.079, 0.074, 0.108, 0.090, 0.058, 0.110, 0.022, 0.094, 0.100, 0.051, 0.094, 0.071, -0.021, 0.053, -0.546, 0.249, -0.179, 0.104, 0.105, 0.105, 0.142, 0.127, 0.121], "multiplicity": 5, "lumo_ev": [-11.593, -9.162], "homo_energy_ev": [-16.60, -16.60], "charge": 3, "homo_lumo_gap_ev": [5.0, 7.4], "de_lowest_kcal_mol": 0.0, "fmax_ev_per_a": 0.15, "total_energy_ha": -3488.6112}



(2)
{"formula": "C26H49N2NaO9PSSe", "method": "ωB97M-V/def2-TZVPD", "elements": ["Na", "C", "C", "O", "C", "C", "O", "C", "C", "O", "C", "C", "O", "C", "C", "O", "H", "H", "H", "H", "H", "H", "H", "H", "H", "H", "H", "H", "H", "H", "H", "H", "H", "H", "H", "H", "C", "C", "S", "O", "C", "C", "H", "H", "H", "H", "H", "H", "H", "H", "H", "H", "Se", "N", "C", "C", "C", "C", "C", "C", "N", "H", "H", "H", "H", "C", "C", "O", "P", "O", "C", "C", "O", "C", "C", "H", "H", "H", "H", "H", "H", "H", "H", "H", "H", "H", "H", "H", "H", "H"], "xyz": [[0.1290, 0.2038, -1.4211], [1.6889, 1.6235, 1.0350], [2.4888, 1.9751, -0.2146], [2.3389, 1.0498, -1.2819], [3.2074, -0.0758, -1.3223], [2.7864, -1.2271, -0.4248], [1.4554, -1.5705, -0.7509], [0.8278, -2.4738, 0.1482], [-0.6365, -2.6254, -0.2310], [-1.1638, -1.3351, -0.4451], [-2.5629, -1.1974, -0.5227], [-2.8577, 0.1591, -1.1685], [-1.9583, 1.1883, -0.7842], [-1.9654, 1.5174, 0.6032], [-0.6605, 2.1956, 0.9352], [0.3637, 1.2353, 0.7240], [1.7024, 2.4878, 1.7084], [2.1390, 0.7869, 1.5725], [3.5441, 2.0864, 0.0601], [2.1425, 2.9301, -0.6141], [4.2308, 0.2168, -1.0639], [3.1976, -0.4057, -2.3620], [2.8613, -0.9641, 0.6361], [3.4653, -2.0706, -0.6060], [0.9191, -2.0933, 1.1693], [1.3023, -3.4624, 0.0970], [-1.1478, -3.1251, 0.5997], [-0.7538, -3.2330, -1.1355], [-2.9965, -1.2778, 0.4807], [-3.0099, -1.9776, -1.1498], [-3.8925, 0.4355, -0.9353], [-2.7587, 0.0934, -2.2525], [-2.0536, 0.6178, 1.2177], [-2.8001, 2.1907, 0.8282], [-0.6840, 2.5007, 1.9863], [-0.5038, 3.0780, 0.3038], [2.2356, 3.8219, -3.8544], [0.7637, 4.1947, -3.9237], [-0.1537, 3.2768, -2.6736], [-0.1241, 1.8496, -3.1337], [-1.8069, 3.9068, -3.0323], [-2.0455, 5.2635, -2.3866], [2.7806, 4.3055, -4.6642], [2.3603, 2.7435, -3.9505], [2.6813, 4.1416, -2.9112], [0.3164, 3.9217, -4.8818], [0.5937, 5.2576, -3.7424], [-2.4552, 3.1354, -2.6141], [-1.9409, 3.9238, -4.1152], [-1.9235, 5.2129, -1.3041], [-3.0598, 5.6008, -2.5960], [-1.3636, 6.0231, -2.7704], [-0.8810, -0.5147, -4.9415], [0.0222, -1.3394, -3.6445], [0.6922, -2.3244, -4.2170], [1.5571, -3.2424, -3.5373], [2.1772, -4.2081, -4.2557], [1.9939, -4.3411, -5.6752], [1.1858, -3.5041, -6.3633], [0.5027, -2.4677, -5.6505], [-0.3189, -1.6017, -6.2108], [1.6931, -3.1328, -2.4713], [2.8331, -4.9098, -3.7563], [2.5185, -5.1343, -6.1912], [1.0288, -3.5879, -7.4300], [0.1530, -3.3083, 6.3218], [0.5127, -2.7112, 4.9838], [-0.0769, -1.4008, 4.9005], [-0.1286, -0.6965, 3.4236], [-1.5825, -1.1172, 2.8608], [-2.7707, -1.0608, 3.6847], [-3.3594, -2.4453, 3.8034], [-0.5114, 0.8039, 3.9402], [0.4777, 1.5096, 4.7105], [-0.0214, 1.7193, 6.1209], [0.6253, -4.2842, 6.4376], [-0.9263, -3.4330, 6.4111], [0.4938, -2.6614, 7.1301], [0.1382, -3.3404, 4.1697], [1.5959, -2.6219, 4.8714], [-3.4610, -0.3725, 3.1944], [-2.5209, -0.6508, 4.6621], [-3.5673, -2.8638, 2.8174], [-4.2935, -2.4130, 4.3657], [-2.6675, -3.1095, 4.3230], [0.6614, 2.4619, 4.2084], [1.4198, 0.9511, 4.7184], [-0.9686, 2.2590, 6.1118], [0.7010, 2.2997, 6.6971], [-0.1709, 0.7579, 6.6115]], "lowdin_charge": [0.225, -0.161, -0.148, -0.161, -0.138, -0.164, -0.188, -0.156, -0.147, -0.180, -0.154, -0.140, -0.174, -0.140, -0.158, -0.165, 0.135, 0.109, 0.138, 0.114, 0.137, 0.139, 0.123, 0.141, 0.086, 0.139, 0.136, 0.134, 0.120, 0.142, 0.139, 0.118, 0.108, 0.145, 0.125, 0.119, -0.126, -0.374, 0.929, -0.577, -0.375, -0.123, 0.082, 0.073, 0.073, 0.101, 0.091, 0.081, 0.099, 0.072, 0.083, 0.069, 1.173, -0.199, -0.365, -0.021, -0.063, -0.068, -0.017, -0.388, -0.229, 0.093, 0.107, 0.108, 0.118, -0.071, -0.311, -0.320, 0.872, -0.335, -0.270, -0.061, -0.319, -0.305, -0.067, 0.083, 0.074, 0.082, 0.106, 0.112, 0.116, 0.109, 0.075, 0.085, 0.070, 0.107, 0.107, 0.083, 0.082, 0.073], "lumo_ev": -2.590, "homo_energy_ev": -10.90, "charge": 1, "homo_lumo_gap_ev": 8.3, "de_lowest_kcal_mol": 0.0, "fmax_ev_per_a": 0.58, "total_energy_ha": -5109.9020}



> Number 1 is which compound?

C26H49MnN4OP3